[1]
This record from OMol25 describes a 2-piece molecular cluster, C24H38BCl2F9IN5O7 overall in a non-equilibrium geometry. The level of theory is ωB97M-V/def2-TZVPD.

Element x y z (Å)
C 5.372 -0.627 2.474
C 4.409 -1.075 3.592
C 2.974 -0.567 3.342
C 2.266 -1.588 2.455
N 0.966 -1.089 2.053
N 0.163 -1.647 1.013
C 0.843 -2.893 0.558
C -1.174 -2.134 1.629
I -0.835 -3.195 3.477
C -2.364 -1.168 1.722
C -2.766 -0.677 3.142
N -3.723 -1.515 3.868
C -2.446 -0.001 0.688
C -3.679 -0.203 -0.233
C -3.921 -1.434 -1.104
C -4.290 -2.763 -0.495
N -3.881 -1.264 -2.367
C -1.050 0.505 0.175
C -0.556 1.338 1.417
C 0.856 1.837 1.646
N 1.265 2.173 2.804
C -1.183 1.648 -0.907
F -0.091 2.422 -0.797
F -2.225 2.433 -0.431
C -1.575 1.632 -2.436
F -2.901 1.496 -2.577
F -1.024 0.654 -3.171
C -1.085 2.946 -3.137
F -1.646 2.873 -4.378
F 0.218 2.803 -3.283
C -1.556 4.340 -2.624
F -2.878 4.304 -2.431
F -1.294 5.226 -3.568
F -0.963 4.712 -1.513
C -0.070 -0.687 -0.203
C -0.763 -1.490 -1.333
C 0.112 -2.108 -2.400
O 1.184 -2.618 -2.248
Cl -0.689 -2.219 -3.963
B 1.351 -0.077 -0.784
O 2.507 -0.038 -0.018
O 1.335 0.525 -1.968
C 2.459 0.464 -2.875
C 2.013 0.259 -4.319
H 5.892 -1.473 2.026
H 6.120 0.074 2.838
H 4.840 -0.122 1.665
H 4.765 -0.729 4.558
H 4.375 -2.166 3.562
H 3.050 0.348 2.760
H 2.431 -0.414 4.274
H 2.946 -1.803 1.636
H 2.198 -2.521 3.033
H 0.470 -0.567 2.749
H 1.793 -2.667 0.097
H 1.005 -3.542 1.411
H 0.240 -3.433 -0.157
H -1.476 -2.985 1.027
H -3.216 -1.790 1.468
H -1.894 -0.476 3.770
H -3.265 0.284 3.034
H -4.661 -1.210 3.637
H -3.681 -2.485 3.579
H -2.762 0.842 1.293
H -4.513 -0.232 0.485
H -3.919 0.670 -0.829
H -4.365 -3.532 -1.262
H -3.536 -3.116 0.210
H -5.224 -2.714 0.067
H -4.103 -2.122 -2.871
H -0.844 0.810 2.329
H -1.174 2.237 1.468
H 1.551 2.020 0.833
H 0.545 2.029 3.519
H -1.560 -0.950 -1.819
H -1.291 -2.352 -0.913
H 3.123 -0.761 -0.168
H 3.155 -0.324 -2.579
H 3.002 1.403 -2.776
H 2.363 1.086 -4.932
H 2.469 -0.647 -4.723
H 0.939 0.155 -4.409
O 4.103 5.110 -1.820
Cl 2.914 4.341 -2.078
O 2.298 4.771 -3.311
O 1.975 4.503 -0.986
O 3.257 2.930 -2.183

Calculated values
Electronic energy in Eh: -3879.1031
Orbital gap in eV: 6.72
Total charge: 0



[2]
This record from OMol25 describes C24H38Cl5IrN3O2S2Sb as an isolated structure in a non-equilibrium geometry. The level of theory is ωB97M-V/def2-TZVPD.

Element x y z (Å)
Ir 0.380 -1.261 -0.384
Cl -0.180 -7.966 2.709
C 0.273 -6.400 2.256
C -0.653 -5.562 1.581
Cl -2.223 -6.138 1.241
C -0.263 -4.291 1.211
Cl -1.334 -3.268 0.364
C 1.027 -3.749 1.490
O 1.336 -2.564 1.180
C 1.945 -4.630 2.166
Cl 3.500 -4.054 2.507
C 1.572 -5.922 2.533
Cl 2.691 -6.949 3.314
S -0.122 -1.791 -2.692
C -1.388 -0.970 -3.480
N -2.420 -1.616 -3.993
C -3.434 -0.826 -4.668
C -2.741 0.457 -5.106
S -1.402 0.715 -3.881
H -2.547 -2.611 -3.853
H -4.254 -0.617 -3.968
H -3.845 -1.369 -5.523
H -3.401 1.319 -5.123
H -2.262 0.355 -6.080
C -4.222 0.561 1.894
C -3.262 -0.248 1.056
C -3.705 -0.401 -0.385
Sb -1.165 0.577 0.993
C -1.116 2.607 -0.018
C -2.387 3.397 0.185
C 0.127 3.332 0.452
C -0.526 0.756 3.159
C -0.768 -0.582 3.814
C -1.214 1.899 3.855
H -5.189 0.055 1.897
H -4.383 1.561 1.501
H -3.895 0.630 2.928
H -3.115 -1.234 1.505
H -3.824 0.571 -0.863
H -4.668 -0.908 -0.412
H -2.985 -0.999 -0.950
H -1.010 2.321 -1.068
H -2.543 3.663 1.227
H -3.263 2.869 -0.187
H -2.307 4.328 -0.380
H 0.052 3.632 1.495
H 0.256 4.241 -0.136
H 1.013 2.711 0.329
H 0.544 0.949 3.059
H -1.829 -0.820 3.869
H -0.396 -0.541 4.838
H -0.241 -1.388 3.301
H -2.279 1.726 3.979
H -1.061 2.849 3.350
H -0.789 1.994 4.856
C 1.869 2.169 -2.728
N 3.003 1.843 -1.902
C 4.255 2.480 -2.255
C 5.173 2.522 -1.050
C 5.294 1.107 -0.510
N 3.976 0.579 -0.214
C 3.914 -0.416 0.823
C 2.874 0.971 -0.880
O 1.719 0.571 -0.545
H 1.483 3.161 -2.480
H 1.088 1.425 -2.577
H 2.177 2.176 -3.774
H 4.033 3.485 -2.621
H 4.730 1.919 -3.068
H 4.757 3.172 -0.279
H 6.148 2.908 -1.337
H 5.886 1.098 0.407
H 5.790 0.451 -1.236
H 3.957 0.052 1.809
H 4.773 -1.078 0.719
H 2.995 -0.996 0.750

Calculated values
Electronic energy in Eh: -4692.9539
Orbital gap (spin up / spin down) in eV: 5.69 / 5.31
Total charge: +3
Multiplicity: 2